# 1
Entry from the OMol25 dataset: a 2-piece molecular cluster, CClNS3 overall at a distorted geometry (wB97M-V/def2-TZVPD).

```
6
Properties=species:S:1:pos:R:3:lowdin_charge:R:1
C -2.16227 0.32443 -0.27678 -0.773
N -1.31602 0.74709 -0.86334 0.100
S 1.71339 0.28369 1.60998 0.074
S 2.22514 -0.74322 -1.49393 0.082
S 2.94735 -0.41517 0.28837 -0.169
Cl -3.40760 -0.19682 0.73570 0.685
```

For the strongest force on any atom, the calculation gives 6.49 eV/A. Its HOMO energy (spin up / spin down) is -9.56 / -9.56 eV. Its orbital gap (spin up / spin down) is 7.14 / 7.14 eV. Its LUMO energy (spin up / spin down) is -2.42 / -2.42 eV. The total energy is -1747.5520 Ha.


# 2
Entry from the OMol25 dataset: a 2-piece molecular cluster, CClO4S overall at a distorted geometry (wB97M-V/def2-TZVPD).

```
7
Properties=species:S:1:pos:R:3:lowdin_charge:R:1
C -2.59460 -0.97452 -0.60495 -0.022
O 0.35703 0.96665 -1.11732 -0.450
O -3.06646 -0.62682 0.36143 0.008
O 2.61272 0.56178 -0.25303 -0.435
O 0.69798 1.05313 1.32381 -0.431
S 1.17915 0.53661 0.04741 0.132
Cl 0.81418 -1.51684 0.24265 0.198
```

For the strongest force on any atom, the calculation gives 2.82 eV/A. Its HOMO energy is -5.64 eV. Its orbital gap is 9.38 eV. Its LUMO energy is 3.74 eV. The total energy is -1197.5437 Ha. As for the net charge: -1.


# 3
Entry from the OMol25 dataset: CCoF5LiO3P as an isolated structure at a distorted geometry (wB97M-V/def2-TZVPD).

```
12
Properties=species:S:1:pos:R:3:lowdin_charge:R:1
P -0.69592 -1.08654 -0.87930 0.539
F -0.01362 -2.49527 -0.96111 0.012
F 0.58752 2.31075 -1.88722 -0.155
F -2.13833 -1.73946 -0.70015 -0.037
F -1.09823 -0.54316 -2.29464 0.007
F 0.85170 -0.44497 -1.18022 -0.184
O -0.77250 -0.48182 0.59307 0.045
O -0.28826 0.25436 2.61545 0.156
C 0.01923 0.28651 1.43642 -0.638
O 0.92126 1.02133 0.95222 -0.057
Li 1.09854 1.58945 3.09767 0.908
Co 1.52862 1.32880 -0.79220 1.404
```

For the strongest force on any atom, the calculation gives 6.60 eV/A. Its HOMO energy (spin up / spin down) is -21.62 / -21.53 eV. Its orbital gap (spin up / spin down) is 10.94 / 7.10 eV. The multiplicity is 5. Its LUMO energy (spin up / spin down) is -10.68 / -14.44 eV. As for the expectation value of S²: 6.0118. The total energy is -2494.2264 Ha. As for the net charge: +2.


# 4
Entry from the OMol25 dataset: a 2-piece molecular cluster, CF2N4 overall at a distorted geometry (wB97M-V/def2-TZVPD).

```
7
Properties=species:S:1:pos:R:3:lowdin_charge:R:1
C -0.36845 1.74707 -0.54948 -0.353
N -0.73575 1.35539 0.44980 0.165
N -0.42765 -1.51507 1.94181 0.248
N 0.06998 -1.36518 0.94269 -0.204
N 0.82626 -0.98242 0.08384 0.036
F -0.05829 2.30961 -1.62400 0.206
F 0.69390 -1.54940 -1.24466 -0.097
```

For the strongest force on any atom, the calculation gives 4.03 eV/A. Its HOMO energy is -10.40 eV. Its orbital gap is 9.59 eV. Its LUMO energy is -0.80 eV. The total energy is -456.6503 Ha.


# 5
Entry from the OMol25 dataset: CF2N5 as an isolated structure at a distorted geometry (wB97M-V/def2-TZVPD).

```
8
Properties=species:S:1:pos:R:3:lowdin_charge:R:1
C 0.25677 -0.17435 -0.05920 -0.383
N -1.12801 -1.10655 -0.55033 0.041
N -0.27368 0.92193 0.41271 -0.008
N -1.97459 -0.34893 -0.06944 -0.212
N -1.57207 0.84740 0.43258 -0.118
N 1.49667 -0.22513 -0.45113 0.026
F 2.33698 -1.05869 0.74196 -0.272
F 2.09816 1.05652 -0.38194 -0.074
```

For the strongest force on any atom, the calculation gives 4.53 eV/A. Its HOMO energy (spin up / spin down) is -4.80 / -4.80 eV. Its orbital gap (spin up / spin down) is 8.35 / 8.35 eV. Its LUMO energy (spin up / spin down) is 3.54 / 3.55 eV. The total energy is -511.4509 Ha. As for the net charge: -1.


# 6
Entry from the OMol25 dataset: CF3IOS as an isolated structure at a distorted geometry (wB97M-V/def2-TZVPD).

```
7
Properties=species:S:1:pos:R:3:lowdin_charge:R:1
C 0.63844 -0.51496 0.02967 -0.786
O -0.03570 2.14562 -0.42236 -0.514
F 0.68960 -0.62515 -1.26207 0.157
F 0.14970 -1.63158 0.47722 0.115
F 1.88546 -0.47930 0.64095 0.057
S -0.31592 1.19671 0.61288 0.845
I -3.01157 -0.09134 -0.07629 0.126
```

For the strongest force on any atom, the calculation gives 3.24 eV/A. Its HOMO energy (spin up / spin down) is -9.85 / -9.85 eV. Its orbital gap (spin up / spin down) is 6.73 / 6.71 eV. Its LUMO energy (spin up / spin down) is -3.13 / -3.14 eV. The total energy is -1108.7554 Ha.


# 7
Entry from the OMol25 dataset: a 2-piece molecular cluster, CF3NO2 overall at a distorted geometry (wB97M-V/def2-TZVPD).

```
7
Properties=species:S:1:pos:R:3:lowdin_charge:R:1
C 1.75738 0.02064 0.16382 -0.341
N -2.30607 0.02267 -0.23227 -0.205
O -2.80484 -1.01128 0.10749 0.095
O -2.22812 1.10466 0.21641 0.111
F 2.49238 -1.06168 0.56043 0.086
F 2.61537 1.04524 0.09388 0.113
F 1.18267 -0.18127 -0.99489 0.142
```

For the strongest force on any atom, the calculation gives 2.49 eV/A. Its HOMO energy (spin up / spin down) is -10.78 / -10.63 eV. Its orbital gap (spin up / spin down) is 9.06 / 9.30 eV. Its LUMO energy (spin up / spin down) is -1.72 / -1.33 eV. The total energy is -542.7489 Ha.


# 8
Entry from the OMol25 dataset: a 2-piece molecular cluster, CF3NO2 overall at a distorted geometry (wB97M-V/def2-TZVPD).

```
7
Properties=species:S:1:pos:R:3:lowdin_charge:R:1
C -0.43873 0.39558 0.34190 -0.178
N 0.25757 -0.04367 -0.86493 -0.341
O 1.27683 0.54601 -1.10419 0.173
O -0.28241 -0.91627 -1.48657 0.175
F 0.85756 -1.39514 1.51248 -0.421
F -1.63026 -0.00959 0.60385 0.294
F -0.04057 1.42308 0.99747 0.298
```

For the strongest force on any atom, the calculation gives 4.39 eV/A. Its HOMO energy (spin up / spin down) is -11.31 / -11.30 eV. Its orbital gap (spin up / spin down) is 7.48 / 7.46 eV. Its LUMO energy (spin up / spin down) is -3.83 / -3.83 eV. The total energy is -542.6674 Ha.


# 9
Entry from the OMol25 dataset: a 2-piece molecular cluster, CF3NOS overall at a distorted geometry (wB97M-V/def2-TZVPD).

```
7
Properties=species:S:1:pos:R:3:lowdin_charge:R:1
C -0.21871 0.18713 1.58765 -0.479
N -0.84761 0.26537 -1.65783 -0.261
O 1.01905 -1.46197 -2.51534 -0.509
F -0.14791 -0.16490 2.85228 0.146
F 0.88971 0.09835 0.94253 0.162
F -0.92154 1.28974 1.39800 0.131
S 0.22700 -0.21372 -2.60730 0.809
```

For the strongest force on any atom, the calculation gives 2.98 eV/A. Its HOMO energy (spin up / spin down) is -9.23 / -11.68 eV. Its orbital gap (spin up / spin down) is 8.19 / 8.59 eV. The multiplicity is 3. Its LUMO energy (spin up / spin down) is -1.05 / -3.09 eV. As for the expectation value of S²: 2.0207. The total energy is -865.7130 Ha.


# 10
Entry from the OMol25 dataset: CF3O3STl as an isolated structure at a distorted geometry (wB97M-V/def2-TZVPD).

```
9
Properties=species:S:1:pos:R:3:lowdin_charge:R:1
Tl -9.98636 11.65961 14.39219 1.084
C -14.49871 11.42770 11.42136 -0.555
F -15.21571 10.39616 11.87951 0.202
F -13.36176 11.01181 10.91172 0.191
F -15.21033 12.01557 10.46551 0.187
S -14.00658 12.70060 12.90769 0.621
O -14.08797 14.06436 12.35969 -0.026
O -14.97287 12.53043 13.93384 -0.222
O -12.62229 12.32401 13.24826 -0.481
```

For the strongest force on any atom, the calculation gives 4.56 eV/A. Its HOMO energy (spin up / spin down) is -15.50 / -15.37 eV. Its orbital gap (spin up / spin down) is 10.41 / 5.97 eV. The multiplicity is 2. Its LUMO energy (spin up / spin down) is -5.09 / -9.40 eV. As for the expectation value of S²: 0.7638. The total energy is -1133.7134 Ha. As for the net charge: +1.


# 11
Entry from the OMol25 dataset: an isolated ion of composition CF3O6S2 and charge -1 at a distorted geometry (wB97M-V/def2-TZVPD).

```
12
Properties=species:S:1:pos:R:3:lowdin_charge:R:1
O 1.16120 0.01588 -2.36398 -0.282
S 0.79477 -0.69289 -1.17133 0.565
O 0.85994 -2.12208 -1.26689 -0.280
O 1.40049 -0.12278 0.06984 -0.359
S 0.26706 0.68680 1.41836 0.643
O 0.22904 -0.52546 2.15448 -0.239
O 1.21813 1.73329 1.55285 -0.244
F -0.95710 1.48709 2.27494 -0.260
O -0.83268 0.78510 0.15639 -0.086
C -0.91382 -0.19710 -0.74178 -0.679
F -1.62781 0.22023 -1.81275 0.116
F -1.59923 -1.26808 -0.27013 0.105
```

For the strongest force on any atom, the calculation gives 2.52 eV/A. Its HOMO energy is -7.04 eV. Its orbital gap is 10.64 eV. Its LUMO energy is 3.59 eV. Its structure (SMILES) is O=S1(=O)OS(=O)([O-])(F)OC1(F)F. The total energy is -1585.5860 Ha. As for the net charge: -1.


# 12
Entry from the OMol25 dataset: the molecule CF4O2S at a distorted geometry (wB97M-V/def2-TZVPD).

```
8
Properties=species:S:1:pos:R:3:lowdin_charge:R:1
O -1.42976 -0.65214 -1.23476 -0.204
S -0.99131 -0.13975 0.00025 0.735
O -1.43069 -0.64548 1.23764 -0.204
F -1.25727 1.45495 -0.00374 -0.150
C 0.86204 0.02123 0.00018 -0.698
F 1.25361 0.63425 1.09850 0.176
F 1.24916 0.69897 -1.06102 0.176
F 1.37493 -1.19808 -0.03758 0.169
```

For the strongest force on any atom, the calculation gives 1.54 eV/A. Its HOMO energy is -13.12 eV. Its orbital gap is 13.84 eV. Its LUMO energy is 0.72 eV. Its structure (SMILES) is O=S(=O)(F)C(F)(F)F. The total energy is -986.2230 Ha.